Formula: C3H2O2
Source: the Open Molecules 2025 dataset
Level of theory: ωB97M-V with the def2-TZVPD basis set

Last column: Mulliken charge in e.
Atoms and positions in Å:
1 O 2.393 0.469 -0.038  -0.38
2 C 1.401 -0.142 0.060  0.72
3 C 0.275 -0.750 0.028  -0.71
4 C -1.047 0.523 0.000  0.06
5 O -2.199 0.165 0.022  -0.40
6 H -0.099 -1.764 -0.062  0.32
7 H -0.725 1.499 -0.010  0.40

**E_LUMO**: 0.43 eV
**Strongest force on any atom**: 6.0 eV/Å
**HOMO**: -0.35778 Ha
**Total charge**: 0
**Orbital gap**: 10.17 eV
**ΔE to the lowest compared entry with this formula, charge and spin**: 102.4 kJ/mol


Formula: C3H2O2Pd
Source: the Open Molecules 2025 dataset
Level of theory: ωB97M-V with the def2-TZVPD basis set

Last column: Mulliken charge in e.
Atoms and positions in Å:
1 O -0.501 1.882 -0.474  -0.73
2 C 0.313 0.913 0.076  0.19
3 C -0.214 -0.467 -0.056  -0.39
4 C 0.025 -1.607 0.599  0.34
5 O 0.311 -2.774 0.465  -0.39
6 Pd -1.525 0.536 -0.883  0.45
7 H 0.589 1.154 1.118  0.32
8 H 1.003 0.362 -0.845  0.22

**E_LUMO (alpha / beta)**: -0.44 / -1.95 eV
**2S+1**: 3
**Expectation value of S²**: 2.0243
**Strongest force on any atom**: 13.3 eV/Å
**HOMO (alpha / beta)**: -0.27234 / -0.32396 Ha
**Total charge**: 0
**Orbital gap (alpha / beta)**: 6.97 / 6.87 eV
**ΔE to the lowest compared entry with this formula, charge and spin**: 0.0 kJ/mol


Formula: C3H2O2S
Source: the Open Molecules 2025 dataset
Level of theory: ωB97M-V with the def2-TZVPD basis set

Last column: Mulliken charge in e.
Atoms and positions in Å:
1 C 0.605 0.399 0.022  -0.42
2 C 0.113 -0.808 0.006  -0.17
3 C 2.507 -0.207 0.012  0.40
4 O 0.945 -1.884 -0.004  -0.31
5 O 2.322 -1.482 0.001  -0.16
6 S 3.797 0.710 -0.004  -0.12
7 H 0.310 1.412 -0.002  0.39
8 H -0.905 -1.170 -0.001  0.40

**E_LUMO (alpha / beta)**: 0.52 / -3.20 eV
**2S+1**: 3
**Expectation value of S²**: 2.0201
**Strongest force on any atom**: 11.1 eV/Å
**HOMO (alpha / beta)**: -0.19131 / -0.33114 Ha
**Total charge**: 0
**Orbital gap (alpha / beta)**: 5.73 / 5.81 eV
**ΔE to the lowest compared entry with this formula, charge and spin**: 553.9 kJ/mol


Formula: C3H2O2Yb
Source: the Open Molecules 2025 dataset
Level of theory: ωB97M-V with the def2-TZVPD basis set

Last column: Mulliken charge in e.
Atoms and positions in Å:
1 O 1.749 0.065 0.718  -0.40
2 C 0.636 -0.641 0.525  0.45
3 C -0.262 -0.124 -0.561  -1.15
4 C -1.482 0.301 -0.209  0.60
5 O -2.474 0.701 0.218  -0.10
6 Yb 1.632 1.660 -0.617  1.76
7 H 0.209 -1.180 1.380  0.41
8 H -0.007 -0.783 -1.454  0.43

**E_LUMO (alpha / beta)**: -11.40 / -13.24 eV
**2S+1**: 3
**Expectation value of S²**: 2.0060
**Strongest force on any atom**: 4.1 eV/Å
**HOMO (alpha / beta)**: -0.59852 / -0.72658 Ha
**Total charge**: +2
**Orbital gap (alpha / beta)**: 4.89 / 6.53 eV
**ΔE to the lowest compared entry with this formula, charge and spin**: 16.7 kJ/mol


Formula: C3H2O3
Source: the Open Molecules 2025 dataset
Level of theory: ωB97M-V with the def2-TZVPD basis set

Last column: Mulliken charge in e.
Atoms and positions in Å:
1 C -1.832 -0.439 -0.081  0.81
2 C 1.287 0.062 0.178  -0.24
3 C 1.438 1.281 -0.601  -0.19
4 O -1.622 -1.472 -0.512  -0.35
5 O -2.230 0.539 0.451  -0.41
6 O 0.255 0.712 -0.575  -0.11
7 H 1.628 -0.852 -0.173  0.26
8 H 1.076 0.169 1.313  0.22

**E_LUMO**: 0.23 eV
**Strongest force on any atom**: 4.5 eV/Å
**HOMO**: -0.38115 Ha
**Total charge**: 0
**Orbital gap**: 10.60 eV
**ΔE to the lowest compared entry with this formula, charge and spin**: 291.5 kJ/mol


Formula: C3H2O3
Source: the Open Molecules 2025 dataset
Level of theory: ωB97M-V with the def2-TZVPD basis set

Last column: Mulliken charge in e.
Atoms and positions in Å:
1 O 0.730 1.626 -1.518  -0.39
2 C 0.347 1.087 -0.516  -0.03
3 C 0.535 -0.417 -0.224  0.56
4 O 1.444 -1.116 -0.592  -0.45
5 C -0.634 -0.861 0.650  0.02
6 O -0.920 -0.168 1.598  -0.41
7 H -0.264 1.576 0.266  0.36
8 H -1.238 -1.727 0.336  0.35

**E_LUMO**: -1.52 eV
**Strongest force on any atom**: 0.8 eV/Å
**HOMO**: -0.36306 Ha
**Total charge**: 0
**Orbital gap**: 8.36 eV
**ΔE to the lowest compared entry with this formula, charge and spin**: 172.2 kJ/mol


Formula: C3H2O3Ru
Source: the Open Molecules 2025 dataset
Level of theory: ωB97M-V with the def2-TZVPD basis set

Last column: Mulliken charge in e.
Atoms and positions in Å:
1 H -1.830 -1.811 -0.262  0.61
2 C -3.551 1.070 -0.549  0.06
3 C -3.137 -0.035 -0.303  0.47
4 O -2.821 -1.235 0.102  -0.58
5 H -4.051 2.008 -0.704  0.43
6 C -1.431 -1.522 1.766  0.82
7 O -0.849 -2.139 0.921  -0.19
8 O -1.293 -0.734 2.646  -0.50
9 Ru -0.478 -0.060 4.218  1.88

**E_LUMO (alpha / beta)**: -15.95 / -17.75 eV
**2S+1**: 6
**Expectation value of S²**: 8.7594
**Strongest force on any atom**: 7.2 eV/Å
**HOMO (alpha / beta)**: -0.90461 / -0.88889 Ha
**Total charge**: +3
**Orbital gap (alpha / beta)**: 8.67 / 6.44 eV
**ΔE to the lowest compared entry with this formula, charge and spin**: 370.3 kJ/mol


Formula: C3H2O3S
Source: the Open Molecules 2025 dataset
Level of theory: ωB97M-V with the def2-TZVPD basis set

Last column: Mulliken charge in e.
Atoms and positions in Å:
1 C 0.049 1.123 -0.296  0.37
2 C 0.108 -1.132 -0.369  0.36
3 C -0.851 0.002 -0.018  -0.37
4 O -0.116 2.242 -0.550  -0.40
5 O -0.019 -2.238 -0.565  -0.34
6 O 1.904 0.098 1.237  -0.55
7 S 1.710 0.070 -0.231  0.31
8 H -0.925 -0.015 1.171  0.24
9 H -1.861 -0.150 -0.379  0.38

**E_LUMO**: -0.55 eV
**Strongest force on any atom**: 5.6 eV/Å
**HOMO**: -0.33813 Ha
**Total charge**: 0
**Orbital gap**: 8.65 eV
**ΔE to the lowest compared entry with this formula, charge and spin**: 328.1 kJ/mol


Copy entry 8 word for word.
Formula: C3H2O3S
Source: the Open Molecules 2025 dataset
Level of theory: ωB97M-V with the def2-TZVPD basis set

Last column: Mulliken charge in e.
Atoms and positions in Å:
1 C 0.049 1.123 -0.296  0.37
2 C 0.108 -1.132 -0.369  0.36
3 C -0.851 0.002 -0.018  -0.37
4 O -0.116 2.242 -0.550  -0.40
5 O -0.019 -2.238 -0.565  -0.34
6 O 1.904 0.098 1.237  -0.55
7 S 1.710 0.070 -0.231  0.31
8 H -0.925 -0.015 1.171  0.24
9 H -1.861 -0.150 -0.379  0.38

**E_LUMO**: -0.55 eV
**Strongest force on any atom**: 5.6 eV/Å
**HOMO**: -0.33813 Ha
**Total charge**: 0
**Orbital gap**: 8.65 eV
**ΔE to the lowest compared entry with this formula, charge and spin**: 328.1 kJ/mol